{
  "formula": "C3H5N3",
  "method": "ωB97M-V/def2-TZVPD",
  "symbols": ["N", "C", "C", "N", "N", "C", "H", "H", "H", "H", "H"],
  "positions_angstrom": [[-1.8582, -0.3104, -0.2533], [-0.4977, -0.0300, -0.0574], [0.5766, -0.8657, -0.0945], [1.6940, -0.1048, 0.0289], [1.4220, 1.1801, 0.2040], [0.0964, 1.2380, 0.1488], [-2.4542, 0.2401, 0.3530], [-2.0712, -1.2914, -0.1256], [0.8502, -1.8156, -0.5502], [2.6451, -0.4300, 0.0955], [-0.4031, 2.1897, 0.2508]],
  "homo_lumo_gap_ev": 9.29,
  "e_lumo_ha": 0.0389,
  "smiles": "Nc1cn[nH]c1"
}